The following is a DFT calculation (the ωB97M-V functional and the def2-TZVPD basis) of a 2-piece molecular cluster, C6H16NO overall.

Computed properties:
total charge = 0
maximum force = 0.016 hartree/bohr
HOMO level (alpha / beta) = -7.94 / -9.33 eV
Kohn-Sham gap (alpha / beta) = 9.028 / 9.444 eV
2S+1 = 2
E_LUMO (alpha / beta) = 0.0399 / 0.0040 Ha

Cartesian coordinates (Å):
H (0.057, 0.331, 1.982)
H (-1.502, -1.239, -0.804)
C (-1.876, -0.295, -0.400)
H (1.236, -1.497, -0.054)
C (-2.741, -0.597, 0.826)
H (2.310, 1.062, -0.042)
H (-2.764, 1.400, 1.712)
H (-0.141, 0.833, -1.031)
H (-1.071, 1.610, 0.206)
C (-0.678, 0.632, -0.109)
C (0.263, 0.129, 0.930)
H (-3.494, -1.300, 0.494)
H (6.130, -0.156, -2.147)
C (1.471, -0.627, 0.562)
H (-2.125, -1.004, 1.642)
N (5.152, -0.084, -2.370)
H (4.970, 0.205, -3.313)
H (2.056, -0.948, 1.423)
H (-2.482, 0.218, -1.149)
H (4.610, -0.876, -2.075)
O (2.350, 0.128, -0.300)
C (-3.471, 0.654, 1.329)
H (-4.122, 1.035, 0.537)
H (-4.137, 0.386, 2.150)

Atom charges from the Mulliken analysis, given in e for atoms 1 to 4: 0.43, 0.30, -0.65, 0.22